An isolated ion of composition C3H10N2O and charge +1 in a non-equilibrium geometry. Source: the OMol25 dataset; level of theory: ωB97M-V with the def2-TZVPD basis set.

```
! wB97M-V def2-TZVPD RIJCOSX def2/J DEFGRID3
* xyz 1 2
C -0.561 0.611 -0.525
C -1.765 -0.032 0.184
O -2.921 -0.237 -0.582
N 0.621 0.561 0.288
C 1.768 -0.364 -0.186
N 2.856 -0.378 0.756
H -0.452 0.111 -1.497
H -0.853 1.648 -0.761
H -2.067 0.695 0.929
H -1.426 -0.955 0.694
H -2.627 -0.617 -1.432
H 0.370 0.052 1.148
H 1.280 -1.347 -0.137
H 2.025 -0.018 -1.182
H 3.192 0.562 0.908
H 2.575 -0.871 1.594
*
```

lowest unoccupied orbital energy (spin up / spin down): -0.1232 / -0.3215 Eh
Kohn-Sham gap (spin up / spin down): 0.4338 / 0.2321 hartree
<S²>: 0.75
strongest force on any atom: 3.81 eV/Å
relative energy (zero: lowest compared OMol25 entry of this formula, charge and spin): 265.8 kJ/mol
highest occupied orbital energy (spin up / spin down): -15.1556 / -15.0645 eV

=====

One molecule with the formula C7H4N2O3 in a non-equilibrium geometry. Source: the OMol25 dataset; level of theory: ωB97M-V with the def2-TZVPD basis set.

```
! wB97M-V def2-TZVPD RIJCOSX def2/J DEFGRID3
* xyz 0 1
C -1.280 0.106 -0.040
C -0.890 1.343 -0.162
C 0.462 1.660 -0.229
C 1.395 0.621 -0.061
C 2.201 -1.456 0.215
C 1.020 -0.670 0.140
C -0.348 -1.038 0.044
H -1.521 2.169 -0.303
H 0.679 2.610 -0.228
H 2.455 -2.432 0.149
H -0.968 -1.964 0.309
N -2.719 -0.270 0.032
N 3.240 -0.572 0.097
O -3.112 -1.102 -0.809
O -3.357 0.331 0.910
O 2.742 0.665 -0.062
*
```

lowest unoccupied orbital energy: -0.0206 Eh
Kohn-Sham gap: 0.3328 hartree
strongest force on any atom: 7.01 eV/Å
SMILES string: O=[N+]([O-])c1ccc2oncc2c1
relative energy (zero: lowest compared OMol25 entry of this formula, charge and spin): 195.8 kJ/mol
highest occupied orbital energy: -9.6141 eV

=====

C17H19F3GaN3O2Se2 as an isolated structure. Source: the OMol25 dataset; level of theory: ωB97M-V with the def2-TZVPD basis set.

```
! wB97M-V def2-TZVPD RIJCOSX def2/J DEFGRID3
* xyz 2 1
Ga 0.906 -0.874 0.239
C 3.778 -2.580 0.962
Se 2.221 -1.976 1.967
C 1.087 -3.564 1.739
C -0.346 -3.235 2.119
Se -1.225 -1.908 0.943
C -2.081 -0.872 2.358
H 3.477 -2.885 -0.035
H 4.202 -3.411 1.520
H 4.482 -1.753 0.933
H 1.479 -4.328 2.409
H 1.190 -3.896 0.708
H -0.417 -2.827 3.126
H -0.960 -4.133 2.064
H -1.338 -0.419 3.009
H -2.699 -1.575 2.911
H -2.720 -0.124 1.885
C 1.918 3.222 0.062
C 2.007 1.849 0.011
N 0.930 1.076 0.277
C -0.246 1.665 0.566
C -0.428 3.035 0.569
C 0.699 3.823 0.343
C -1.784 3.553 0.833
C -2.871 2.997 0.303
C -2.852 1.942 -0.740
C -2.236 2.134 -1.970
C -2.255 1.067 -2.856
N -2.829 -0.095 -2.556
C -3.416 -0.163 -1.367
N -3.454 0.788 -0.434
H 2.800 3.813 -0.138
H 2.931 1.344 -0.230
H -1.079 1.012 0.777
H 0.617 4.903 0.365
H -1.872 4.371 1.538
H -3.853 3.306 0.643
H -1.788 3.080 -2.240
H -1.802 1.148 -3.838
H -3.918 -1.094 -1.127
F 3.087 -0.256 -1.782
C 2.193 -0.656 -2.738
F 2.777 -0.644 -3.900
F 1.193 0.251 -2.719
C 1.652 -2.045 -2.343
O 1.715 -2.983 -3.060
O 1.130 -2.081 -1.107
*
```

lowest unoccupied orbital energy: -0.2497 Eh
Kohn-Sham gap: 0.3126 hartree
strongest force on any atom: 0.42 eV/Å
highest occupied orbital energy: -15.2989 eV

=====

A 14-piece molecular cluster, C73H168N8O14 overall in a non-equilibrium geometry. Source: the OMol25 dataset; level of theory: ωB97M-V with the def2-TZVPD basis set.

```
! wB97M-V def2-TZVPD RIJCOSX def2/J DEFGRID3
* xyz 0 1
C -4.550 3.768 -6.181
C -5.465 2.536 -6.187
C -4.765 1.366 -6.893
C -3.823 0.566 -5.995
C -4.498 0.159 -4.687
C -5.184 1.329 -3.944
N -6.008 2.072 -4.896
O -6.650 3.130 -4.199
C -6.101 0.641 -2.931
C -4.082 2.128 -3.241
C -6.697 2.874 -7.048
H -5.110 4.611 -5.776
H -4.283 3.957 -7.220
H -3.640 3.627 -5.600
H -5.494 0.688 -7.348
H -4.158 1.708 -7.736
H -3.012 1.246 -5.706
H -3.319 -0.265 -6.488
H -3.682 -0.119 -4.015
H -5.219 -0.647 -4.818
H -5.500 0.069 -2.224
H -6.703 1.360 -2.369
H -6.823 0.003 -3.441
H -3.286 2.387 -3.941
H -4.447 3.079 -2.845
H -3.649 1.547 -2.429
H -6.444 3.205 -8.056
H -7.328 3.676 -6.650
H -7.354 2.004 -7.097
H -7.478 3.263 -4.671
C -6.193 -4.209 1.270
C -5.421 -3.103 2.006
C -4.547 -2.383 0.973
C -3.946 -1.063 1.422
C -5.074 -0.178 2.015
C -5.918 -0.812 3.129
N -6.316 -2.122 2.607
O -7.204 -2.736 3.534
C -5.052 -0.828 4.390
C -7.118 0.082 3.402
C -4.518 -3.731 3.088
H -6.940 -4.617 1.950
H -5.501 -5.001 0.992
H -6.674 -3.768 0.397
H -3.698 -3.051 0.775
H -5.097 -2.251 0.039
H -3.583 -0.494 0.566
H -3.157 -1.152 2.165
H -5.710 0.069 1.158
H -4.569 0.721 2.379
H -5.538 -1.452 5.151
H -4.022 -1.172 4.311
H -5.018 0.152 4.875
H -6.765 1.111 3.494
H -7.827 0.041 2.575
H -7.595 -0.152 4.354
H -3.720 -3.038 3.355
H -4.060 -4.665 2.751
H -5.102 -4.004 3.967
H -8.058 -2.727 3.090
C 2.056 3.187 -1.354
C 1.661 1.889 -0.682
C 0.987 2.281 0.652
C 0.244 1.133 1.353
C -0.749 0.541 0.387
C -0.131 0.087 -0.947
N 0.754 1.121 -1.489
O 1.171 0.826 -2.790
C 0.642 -1.207 -0.717
C -1.290 -0.075 -1.945
C 2.999 1.160 -0.339
H 2.820 3.755 -0.823
H 1.211 3.883 -1.392
H 2.386 3.071 -2.389
H 1.816 2.587 1.301
H 0.322 3.147 0.604
H -0.309 1.584 2.184
H 0.935 0.415 1.798
H -1.647 1.159 0.322
H -1.084 -0.414 0.817
H 1.436 -1.021 0.011
H 0.075 -2.056 -0.326
H 1.170 -1.552 -1.609
H -0.905 -0.477 -2.885
H -2.058 -0.701 -1.490
H -1.666 0.908 -2.229
H 3.365 0.445 -1.079
H 2.879 0.528 0.548
H 3.797 1.873 -0.137
H 0.869 1.571 -3.338
C 5.966 -1.444 -1.785
C 5.725 -2.296 -0.560
C 6.191 -3.740 -0.823
C 6.473 -4.602 0.412
C 7.421 -3.848 1.335
C 6.883 -2.471 1.742
N 6.504 -1.691 0.556
O 6.059 -0.390 0.870
C 5.706 -2.604 2.688
C 8.055 -1.738 2.404
C 4.222 -2.325 -0.235
H 7.015 -1.139 -1.894
H 5.540 -0.438 -1.735
H 5.719 -2.067 -2.645
H 5.441 -4.254 -1.427
H 7.109 -3.718 -1.421
H 6.997 -5.515 0.119
H 5.531 -4.918 0.863
H 8.402 -3.751 0.866
H 7.583 -4.407 2.261
H 5.295 -1.638 2.988
H 4.849 -3.189 2.362
H 6.003 -3.101 3.622
H 7.692 -0.816 2.864
H 8.408 -2.318 3.266
H 8.915 -1.625 1.750
H 4.026 -2.966 0.621
H 3.570 -2.578 -1.068
H 3.968 -1.315 0.094
H 6.767 0.162 0.519
C -1.316 -6.289 -3.407
C -1.463 -4.761 -3.509
C -1.446 -4.352 -4.998
C -2.756 -4.694 -5.695
C -3.888 -3.945 -5.000
C -3.992 -4.269 -3.495
N -2.658 -4.218 -2.918
O -2.679 -4.346 -1.505
C -4.877 -3.166 -2.868
C -4.739 -5.598 -3.292
C -0.224 -4.091 -2.884
H -0.376 -6.656 -3.815
H -2.093 -6.740 -4.028
H -1.518 -6.641 -2.395
H -1.291 -3.270 -5.052
H -0.617 -4.795 -5.554
H -2.984 -5.761 -5.632
H -2.753 -4.463 -6.762
H -4.867 -4.123 -5.457
H -3.803 -2.858 -5.111
H -5.721 -2.905 -3.500
H -5.157 -3.492 -1.865
H -4.242 -2.278 -2.761
H -4.154 -6.386 -3.773
H -4.893 -5.857 -2.247
H -5.685 -5.566 -3.833
H -0.383 -3.029 -2.710
H 0.719 -4.224 -3.412
H -0.124 -4.645 -1.944
H -2.954 -3.462 -1.235
C -0.894 -0.137 5.878
C -0.668 -1.510 5.250
C -0.929 -1.310 3.736
C -0.567 -2.641 3.024
C 0.869 -3.061 3.282
C 1.227 -3.097 4.751
N 0.715 -1.921 5.460
O 1.058 -1.975 6.830
C 0.830 -4.466 5.360
C 2.759 -3.006 4.822
C -1.746 -2.440 5.835
H -0.172 0.605 5.523
H -0.740 -0.243 6.957
H -1.875 0.299 5.697
H -1.967 -1.095 3.509
H -0.317 -0.540 3.263
H -0.727 -2.570 1.940
H -1.300 -3.414 3.271
H 1.574 -2.441 2.718
H 0.930 -4.038 2.795
H 1.244 -5.327 4.843
H 1.168 -4.507 6.400
H -0.250 -4.540 5.470
H 3.233 -3.769 4.197
H 3.133 -2.057 4.428
H 3.167 -3.144 5.825
H -1.894 -3.373 5.296
H -2.704 -1.941 5.985
H -1.452 -2.740 6.847
H 1.780 -1.338 6.869
C 4.581 2.924 2.992
C 4.267 2.005 4.204
C 5.358 0.952 4.371
C 6.606 1.447 5.059
C 6.218 2.087 6.387
C 5.170 3.213 6.237
N 4.040 2.755 5.442
O 3.067 3.764 5.330
C 4.770 3.582 7.674
C 5.888 4.468 5.685
C 2.965 1.251 3.869
H 4.016 3.855 3.079
H 4.375 2.378 2.073
H 5.620 3.263 2.976
H 4.986 0.074 4.910
H 5.663 0.596 3.383
H 7.145 2.165 4.432
H 7.316 0.651 5.300
H 7.058 2.452 6.983
H 5.800 1.308 7.037
H 4.321 2.757 8.232
H 5.648 3.867 8.255
H 4.094 4.438 7.652
H 6.777 4.680 6.274
H 6.271 4.267 4.681
H 5.160 5.273 5.594
H 2.814 0.422 4.560
H 3.086 0.792 2.884
H 2.172 1.998 3.817
H 2.259 3.362 5.670
C 1.251 -0.281 -6.497
O 0.031 -1.013 -6.514
H 1.267 0.472 -7.290
H 1.322 0.208 -5.528
H 2.115 -0.936 -6.638
H -0.143 -1.359 -7.392
C 4.266 1.313 -4.292
O 5.375 0.690 -4.929
H 4.622 1.930 -3.460
H 3.734 1.945 -5.011
H 3.487 0.661 -3.891
H 5.736 1.367 -5.503
C 0.764 7.721 -3.178
O 1.270 6.489 -2.742
H -0.007 7.578 -3.950
H 0.346 8.354 -2.392
H 1.562 8.250 -3.703
H 0.677 6.066 -2.101
C -2.176 3.811 3.335
O -1.019 4.525 3.698
H -3.049 4.478 3.318
H -2.122 3.352 2.340
H -2.438 3.038 4.056
H -0.994 5.349 3.166
C 2.814 -2.289 -4.049
O 4.122 -2.150 -4.637
H 2.193 -2.739 -4.825
H 2.915 -2.978 -3.205
H 2.373 -1.354 -3.698
H 4.388 -1.278 -4.321
C -0.447 2.596 -5.074
O 0.937 2.757 -4.719
H -0.639 1.889 -5.880
H -0.980 2.215 -4.198
H -0.865 3.584 -5.269
H 1.239 3.581 -5.108
C 1.351 6.120 1.176
C -0.035 6.741 1.042
C -1.066 5.846 0.341
O -0.615 5.573 -0.967
C -1.506 4.719 -1.641
N -0.543 7.053 2.380
H 1.307 5.282 1.873
H 2.051 6.895 1.486
H 1.699 5.722 0.223
H -0.077 7.638 0.408
H -2.019 6.391 0.322
H -1.197 4.909 0.897
H -2.542 5.053 -1.490
H -1.583 3.687 -1.261
H -1.266 4.614 -2.696
H -1.257 7.770 2.394
H 0.215 7.379 2.967
*
```

lowest unoccupied orbital energy: 0.0115 Eh
Kohn-Sham gap: 0.2996 hartree
strongest force on any atom: 2.35 eV/Å
highest occupied orbital energy: -7.8410 eV